ORCA calculation (ωB97M-V/def2-TZVPD) on a molecular structure, C25H47AsCsN3PS5.

Calculated values
- 2S+1 = 1
- strongest force on any atom (eV/A) = 0.2
- ΔE to the lowest compared entry with this formula, charge and spin (eV) = 0.039
- calculated total energy (Eh) = -5733.0979
- net charge = +1
- E_HOMO (eV) = -10.23
- orbital gap (eV) = 8.24
- LUMO (eV) = -1.992

Geometry as XYZ:
```
83
Properties=species:S:1:pos:R:3:mulliken_charge:R:1
Cs 1.437 0.585 0.194 1.366
As 0.984 0.420 -3.462 0.041
S 1.022 -2.823 -0.923 0.340
S -1.326 -1.286 1.179 0.368
S -1.721 1.956 -0.698 0.173
S 1.101 -0.732 3.553 0.251
S 3.273 -2.262 1.539 -0.110
P 0.145 2.975 2.699 0.170
N -0.578 4.101 5.141 0.097
N -2.308 2.777 4.028 0.139
N -1.718 4.992 3.167 0.067
C -3.497 1.860 -0.437 -1.115
C -1.309 -1.889 2.891 -1.379
C -0.221 -3.669 0.086 -0.674
C -1.093 5.284 4.456 -0.902
C 1.817 -1.287 -6.689 -0.372
C 2.661 -1.456 4.125 -1.032
C 3.184 -2.635 3.310 -0.763
C 0.390 -3.615 -6.227 -0.723
C 1.646 -1.732 -5.380 0.485
C -1.663 3.215 -1.983 -1.242
C -2.768 3.999 3.372 -0.935
C 0.736 1.535 -5.047 -1.201
C -0.725 -0.528 -3.552 -0.701
C 0.064 -2.214 3.472 0.152
C 2.195 -0.960 -4.223 -0.785
C -0.735 4.530 2.191 -0.595
C -1.480 -2.818 0.224 -1.321
C -1.388 2.031 3.173 0.054
C 0.557 3.517 4.430 -0.899
C 0.560 -3.158 -7.526 -0.475
C 1.278 -1.994 -7.754 -0.624
C -1.667 3.142 5.291 -0.970
C 2.495 -3.828 -0.612 -1.181
C 2.969 -3.903 0.834 -0.725
C 0.929 -2.907 -5.164 -0.023
H -3.543 4.447 3.998 0.304
H -4.003 1.564 -1.354 0.440
H -3.891 2.815 -0.092 0.301
H -1.508 0.145 -3.204 0.329
H 2.391 -0.387 -6.876 0.434
H 0.420 0.922 -5.891 0.370
H -0.618 3.369 -2.251 0.309
H 2.561 -1.765 5.167 0.431
H -0.700 -1.403 -2.903 0.045
H -2.425 3.588 5.939 0.308
H -1.911 1.718 2.264 0.011
H 0.925 2.653 4.990 0.393
H 1.428 -1.637 -8.765 0.385
H -1.075 1.128 3.705 0.173
H 0.559 -2.963 2.856 -0.556
H 0.143 -3.711 -8.357 0.391
H 0.796 -3.270 -4.150 0.299
H 3.878 -4.504 0.871 0.495
H 2.532 -3.500 3.438 0.379
H 2.223 -4.405 1.453 0.366
H -0.482 -4.617 -0.389 0.513
H 2.446 -1.633 -3.401 -0.068
H -0.060 -2.623 4.477 0.501
H -2.279 -3.414 0.667 0.523
H 3.374 -0.630 4.111 0.379
H 2.327 -4.841 -0.982 0.485
H -1.235 4.346 1.236 0.207
H 4.167 -2.915 3.688 0.529
H -1.795 -1.112 3.483 0.496
H 1.664 2.049 -5.297 0.376
H -0.933 -0.853 -4.572 0.448
H 3.107 -0.426 -4.494 0.597
H 1.369 4.248 4.393 0.435
H -3.676 1.102 0.325 0.308
H -0.161 -4.528 -6.042 0.411
H 3.267 -3.391 -1.248 0.388
H -3.208 3.740 2.406 0.292
H -1.954 -2.768 2.944 0.544
H -2.077 4.157 -1.626 0.443
H -1.843 5.746 5.101 0.318
H 0.002 5.321 2.023 0.425
H 0.190 -3.888 1.069 0.018
H -1.288 2.238 5.773 0.364
H -0.279 5.996 4.308 0.390
H -2.207 2.887 -2.868 0.394
H -0.028 2.284 -4.840 0.325
H -1.835 -2.505 -0.760 0.396
```

---

ORCA calculation (ωB97M-V/def2-TZVPD) on a molecular structure, C31H23AuBrNO2P2S2.

Calculated values
- 2S+1 = 1
- strongest force on any atom (eV/A) = 0.6
- ΔE to the lowest compared entry with this formula, charge and spin (eV) = 0.000
- calculated total energy (Eh) = -5589.1823
- net charge = 0
- E_HOMO (eV) = -7.92
- orbital gap (eV) = 7.08
- LUMO (eV) = -0.837

Geometry as XYZ:
```
63
Properties=species:S:1:pos:R:3:mulliken_charge:R:1
Au -0.213 0.297 0.026 0.611
Br -0.687 -2.395 -1.960 -0.086
S -0.911 -1.063 1.913 -0.575
S 1.423 1.124 -1.570 -0.609
P 2.647 0.740 0.048 1.066
P 1.062 -0.705 2.416 1.009
O -1.667 2.270 0.213 -0.535
O -3.622 3.052 -0.606 -0.742
N -1.913 0.013 -1.303 -0.206
C 2.698 -4.210 1.240 -0.556
C -2.859 0.966 -1.366 0.470
C 3.726 4.367 1.460 -0.847
C 5.565 -2.711 -0.662 -0.460
C 3.726 -1.366 -1.434 -0.457
C 3.556 -4.540 2.284 -0.543
C 2.234 1.435 5.654 -0.737
C 3.035 3.192 1.212 -0.489
C 5.589 3.554 0.166 -0.703
C 5.659 -1.937 0.488 -0.782
C 4.904 2.375 -0.086 -0.308
C -2.698 2.250 -0.499 0.367
C 1.943 -3.055 1.305 -0.304
C 0.390 -0.577 5.105 -0.190
C 0.528 -0.096 6.396 -0.750
C 2.097 0.956 4.359 0.022
C 3.655 -3.717 3.394 -0.755
C 3.827 -0.583 -0.290 0.264
C -4.088 -0.313 -2.969 -0.241
C 2.036 -2.225 2.424 0.610
C 5.001 4.545 0.939 -0.429
C -3.960 0.823 -2.195 -0.691
C -3.106 -1.292 -2.905 -0.667
C 2.892 -2.558 3.469 -0.386
C 4.795 -0.872 0.673 -0.100
C 1.452 0.408 1.202 -0.315
C 4.603 -2.426 -1.619 -0.696
C -2.041 -1.076 -2.056 0.262
C 1.451 0.906 6.671 -0.438
C 1.181 -0.053 4.087 0.060
C 3.627 2.194 0.439 0.564
H -4.680 1.629 -2.195 0.521
H 1.267 -2.790 0.499 0.168
H 2.033 3.040 1.597 0.545
H 2.681 1.382 3.550 0.303
H 6.406 -2.165 1.238 0.413
H 1.551 1.284 7.680 0.383
H -0.342 -1.345 4.883 0.353
H 3.268 5.146 2.053 0.426
H 6.245 -3.540 -0.810 0.412
H -3.157 -2.197 -3.491 0.432
H -0.092 -0.493 7.189 0.400
H 2.958 -1.918 4.340 0.359
H -4.939 -0.447 -3.624 0.405
H 5.539 5.465 1.133 0.388
H 6.582 3.698 -0.241 0.406
H 4.534 -3.030 -2.515 0.428
H 2.624 -4.856 0.374 0.440
H 4.319 -3.979 4.208 0.419
H 5.361 1.598 -0.687 0.413
H 4.875 -0.257 1.564 0.433
H 4.148 -5.445 2.231 0.402
H 2.940 2.226 5.868 0.433
H 2.966 -1.136 -2.171 0.409
```

---

ORCA calculation (ωB97M-V/def2-TZVPD) on a molecular structure, C49H51BN2O25Si2 in a non-equilibrium geometry.

Calculated values
- 2S+1 = 1
- strongest force on any atom (eV/A) = 5.5
- calculated total energy (Eh) = -4491.8787
- net charge = 0
- E_HOMO (eV) = -8.75
- orbital gap (eV) = 7.03
- LUMO (eV) = -1.722

Geometry as XYZ:
```
130
Properties=species:S:1:pos:R:3:mulliken_charge:R:1
Si -1.047 0.588 -2.679 0.274
Si -0.459 -0.747 -0.175 -0.007
O 0.768 -2.122 1.999 -0.206
O 0.152 -0.114 -1.673 -0.622
O 0.521 -6.759 3.114 -0.351
O 6.144 12.167 -10.785 -0.605
O -2.665 0.622 -2.040 -0.117
O -0.433 1.797 1.468 -0.682
O 2.946 -1.472 11.448 -0.566
O -1.655 -3.822 1.533 -0.236
O 4.147 -10.014 5.810 -0.588
O -2.330 8.488 -2.647 -0.608
O -1.640 6.444 -4.307 -0.459
O -0.088 11.324 -5.656 -0.617
O -1.476 -7.831 0.807 -0.597
O -3.577 -11.947 -0.059 -0.575
O 3.765 12.716 -6.764 -0.565
O -2.449 -7.693 3.361 -0.570
O 0.526 9.293 -7.358 -0.587
O 3.434 -7.547 6.721 -0.707
O 2.372 -4.829 7.041 -0.319
O -4.615 -11.768 2.449 -0.610
O 6.049 9.450 -10.654 -0.565
O 2.073 -0.580 9.028 -0.612
O 3.748 9.999 -6.589 -0.622
O 1.165 -9.262 2.249 -0.596
O 3.162 -5.743 9.487 -0.595
N -2.612 0.493 1.473 -0.495
N -4.130 -1.126 -3.314 -0.571
C -4.226 4.452 -0.071 -0.490
C 2.680 -9.708 4.000 -1.024
C 2.335 -1.769 9.107 0.817
C 4.349 11.958 -7.733 0.378
C 5.573 11.689 -9.820 0.901
C -1.233 9.966 -4.107 -0.839
C -0.162 9.046 -6.211 0.378
C -2.336 4.172 -1.969 0.654
C -3.555 -9.731 2.976 -0.735
C -3.284 -10.881 0.734 0.409
C -1.287 7.560 -4.645 0.906
C -3.533 -0.246 -2.761 0.546
C 1.711 -8.881 3.270 0.841
C 3.085 -3.634 10.536 -1.045
C -1.319 -3.573 0.081 0.038
C 1.090 -1.438 0.766 -0.630
C -1.619 8.730 -3.782 0.275
C -1.561 5.369 -1.333 -0.726
C 2.912 -7.917 5.679 1.227
C -2.601 -4.587 0.477 -0.654
C 4.891 9.646 -8.619 -0.964
C 1.401 -7.527 3.811 -0.044
C -2.761 -8.746 2.551 0.387
C -2.492 -9.896 0.305 -1.100
C -1.833 3.350 -3.236 -0.449
C 3.245 -9.261 5.124 0.296
C -0.544 7.809 -5.885 -0.960
C -3.454 5.665 0.519 -0.387
C -2.113 6.132 -0.090 -0.570
C -0.470 10.211 -5.334 0.988
C 0.980 -2.370 4.425 0.151
C 2.486 -3.978 8.097 0.172
C 2.808 -2.335 10.403 0.312
C 5.489 10.208 -9.672 0.418
C 4.951 12.519 -8.783 -0.851
C -1.810 -2.046 -0.535 -0.356
C 2.207 -2.680 7.966 -0.548
C -0.451 -2.326 5.188 -1.027
C -0.886 -0.233 -4.411 -0.626
C 4.290 10.477 -7.571 0.955
C -1.793 0.504 -5.539 -0.014
C -3.882 -10.859 2.099 0.953
C -2.183 -8.755 1.173 0.961
C 2.933 -4.550 9.399 0.801
C -0.533 2.437 -2.939 -0.593
C 1.036 -1.329 3.172 -0.438
C 1.963 -7.083 4.936 -0.777
C -3.668 3.717 -1.313 -0.280
C -2.780 -0.335 -6.153 -0.731
B -1.186 0.650 1.030 0.865
H -1.465 10.823 -3.489 0.446
H 1.767 -0.538 1.050 0.280
H -4.242 2.847 -1.775 0.243
H 3.426 -4.057 11.471 0.417
H -1.866 -7.117 2.829 0.206
H -3.540 -4.030 0.854 0.290
H -1.515 4.103 -4.046 0.242
H 5.003 13.592 -8.911 0.420
H -5.207 4.059 0.363 0.344
H 0.685 10.257 -7.362 0.316
H -2.486 7.520 -2.635 0.248
H 2.626 -5.713 7.384 0.188
H -3.982 -9.737 3.970 0.462
H -3.238 1.148 0.965 0.198
H -0.077 2.789 -1.951 0.308
H -3.930 6.197 1.421 0.331
H -2.398 -5.542 1.068 0.196
H 0.189 -0.565 3.379 0.088
H -2.790 -1.820 0.000 0.322
H 1.744 -2.074 0.052 0.287
H -2.054 -9.899 -0.683 0.448
H 1.880 -2.255 7.029 0.471
H 2.910 -10.681 3.588 0.436
H -4.164 -12.515 0.477 0.346
H 6.417 10.088 -11.297 0.350
H -3.757 0.100 -6.542 0.233
H -1.053 -1.361 -4.414 0.293
H 1.045 -3.435 3.977 -0.047
H 4.405 -9.473 6.582 0.337
H 1.744 -6.104 5.340 0.805
H -0.576 5.706 -1.790 0.420
H -0.333 -1.611 6.070 0.316
H -2.689 0.649 2.494 0.197
H -0.342 -4.078 -0.394 0.204
H -2.586 -1.460 -6.298 0.236
H -0.746 -3.371 5.574 0.241
H -1.575 7.028 0.363 0.388
H 0.248 2.497 -3.769 0.384
H -1.956 -2.268 -1.645 0.281
H -1.278 -1.958 4.476 0.353
H 0.256 -7.299 2.343 0.181
H -1.677 1.609 -5.806 0.311
H 2.685 -0.598 11.099 0.349
H 0.513 1.714 1.215 0.287
H 2.050 -0.805 3.182 0.331
H -2.717 2.769 -3.669 0.384
H 4.825 8.573 -8.499 0.420
H 1.875 -2.273 5.122 0.312
H -0.325 6.955 -6.511 0.448
H 3.403 12.078 -6.118 0.336
H 0.215 -0.063 -4.730 0.324
```